(1)
Here is 11 unconnected molecules or ions with the total composition C34H94N4O14 from the OMol25 dataset. Energies are from the ωB97M-V functional and the def2-TZVPD basis.

Structure (XYZ):
```
146
Properties=species:S:1:pos:R:3:forces:R:3
C 7.208 -0.452 5.394 0.186 -1.023 -0.198
O 5.802 -0.652 5.421 0.452 0.079 0.345
C 5.197 -0.111 4.262 -0.055 1.221 0.676
C 3.685 -0.384 4.252 1.780 -0.325 0.146
C 3.534 -1.910 4.278 -0.144 -0.336 -0.031
N 3.102 0.244 3.040 0.923 -0.434 0.847
H 7.508 0.576 5.274 -0.196 0.704 -0.336
H 7.652 -1.059 4.579 -0.095 0.328 0.176
H 7.699 -0.765 6.319 -0.602 -0.251 0.066
H 5.390 0.973 4.268 -0.208 0.176 0.006
H 5.720 -0.457 3.387 -0.087 -0.645 -0.737
H 3.296 0.017 5.214 0.009 -0.056 -0.514
H 3.818 -2.398 5.217 0.211 0.640 0.062
H 4.081 -2.465 3.503 -0.109 0.570 -0.121
H 2.499 -2.154 4.180 -0.966 -0.301 -0.361
H 2.123 0.040 3.117 -0.614 0.503 -0.388
H 3.310 1.256 2.984 -0.574 -0.829 0.269
C 1.782 -3.339 0.665 -0.550 -0.706 -0.034
O 3.155 -3.640 0.673 0.629 -0.285 -1.031
C 3.566 -4.279 -0.553 -0.922 0.591 0.197
C 3.018 -5.693 -0.759 0.521 0.848 -1.702
C 3.432 -6.581 0.340 0.895 -0.180 1.546
N 3.619 -6.120 -2.066 -0.094 -0.511 0.518
H 1.610 -2.416 1.208 0.059 -0.021 0.465
H 1.220 -4.202 1.124 0.136 0.950 -0.471
H 1.416 -3.137 -0.360 0.044 -0.331 0.261
H 3.241 -3.649 -1.408 0.062 -0.142 0.278
H 4.650 -4.320 -0.597 0.110 -0.035 0.345
H 1.938 -5.740 -0.818 -0.496 0.493 -0.005
H 3.014 -7.547 0.335 -0.858 -1.381 -0.568
H 3.123 -6.214 1.328 0.198 0.400 -0.297
H 4.501 -6.767 0.360 0.352 0.350 -0.011
H 3.346 -7.086 -2.217 0.134 0.135 -0.262
H 3.371 -5.580 -2.902 -0.236 -0.124 0.809
C -2.286 6.986 -0.235 -1.165 -0.950 0.468
O -1.965 6.092 -1.272 1.075 -0.604 -0.507
C -0.656 5.514 -1.088 -0.373 0.872 -0.868
C -0.288 4.649 -2.293 0.287 -0.852 -1.254
C -1.172 3.384 -2.576 0.705 1.456 0.619
N 1.145 4.191 -2.105 -0.954 0.295 -0.207
H -3.228 7.519 -0.499 0.941 -0.120 -0.025
H -1.446 7.639 0.000 -0.119 0.306 0.038
H -2.548 6.348 0.631 0.259 0.583 0.188
H 0.068 6.360 -1.063 -0.168 -0.398 0.180
H -0.555 4.959 -0.144 -0.262 -0.053 -0.119
H -0.315 5.231 -3.252 -0.194 0.094 0.989
H -0.785 2.895 -3.474 -0.108 -0.152 0.250
H -2.212 3.682 -2.747 0.187 -0.126 0.127
H -1.083 2.752 -1.694 -0.236 -0.379 -0.146
H 1.727 5.022 -2.047 0.126 -0.031 -0.083
H 1.427 3.742 -2.980 -0.001 0.066 0.359
C -7.088 -1.970 -5.975 -0.338 0.183 1.391
O -5.945 -1.645 -5.221 0.966 -0.114 -0.293
C -4.667 -1.777 -5.886 -1.919 -1.249 0.805
C -3.655 -1.733 -4.777 0.776 0.363 0.119
C -3.835 -0.464 -3.922 -0.866 -0.902 0.412
N -2.304 -1.719 -5.324 0.835 -0.055 0.294
H -7.839 -2.338 -5.222 0.551 0.183 -0.945
H -6.838 -2.735 -6.697 -0.302 -0.248 -0.402
H -7.476 -1.054 -6.421 -0.185 -0.141 -0.457
H -4.661 -2.759 -6.426 0.206 0.543 0.333
H -4.491 -1.008 -6.605 0.021 0.876 -0.593
H -3.750 -2.665 -4.203 -0.167 0.437 0.180
H -3.239 -0.390 -3.024 0.458 -0.384 0.076
H -4.861 -0.391 -3.575 -0.077 -0.124 0.023
H -3.669 0.435 -4.472 0.307 0.630 -0.819
H -2.030 -0.787 -5.607 -0.194 -0.119 -0.534
H -2.107 -2.405 -6.051 -0.167 0.310 0.194
C -4.091 -2.958 -1.372 -1.220 -0.012 0.714
C -2.920 -3.880 -1.640 -0.626 0.040 0.217
C -1.625 -3.334 -1.129 0.783 0.690 -1.411
O -3.125 -5.191 -1.122 -0.105 -0.309 -1.445
H -5.013 -3.193 -1.973 0.829 -0.174 0.766
H -3.871 -1.929 -1.624 0.285 0.240 -0.001
H -4.320 -2.966 -0.271 -0.061 -0.024 -0.898
H -2.866 -3.964 -2.724 0.302 -0.438 -0.087
H -1.582 -3.041 -0.088 -0.081 -0.505 0.363
H -1.444 -2.409 -1.677 0.067 0.261 0.004
H -0.827 -4.006 -1.466 0.036 -0.036 0.647
H -3.273 -5.119 -0.195 -0.196 0.122 1.159
C 1.046 -1.588 -3.295 0.204 -0.389 0.308
C 0.747 -0.135 -3.641 -0.202 -0.395 -0.270
C 1.139 0.131 -5.079 -0.094 -1.144 -0.094
O -0.651 0.137 -3.470 0.961 1.461 1.271
H 0.735 -1.844 -2.286 0.002 0.163 0.238
H 2.099 -1.880 -3.399 -0.088 0.397 0.024
H 0.489 -2.267 -3.941 -0.171 0.157 -0.231
H 1.221 0.575 -2.961 0.223 -0.161 0.088
H 1.017 1.136 -5.380 0.106 1.273 -0.127
H 0.424 -0.427 -5.676 -0.082 -0.284 -0.305
H 2.127 -0.255 -5.349 -0.039 0.254 0.212
H -1.188 -0.470 -3.943 -0.637 -1.417 -0.771
C 0.652 0.813 6.086 0.779 -0.568 -1.235
C 0.455 -0.726 6.129 0.305 0.398 -2.067
C -0.102 -1.181 7.454 0.286 -1.144 -0.517
O -0.385 -1.164 4.950 1.550 0.068 1.457
H 1.021 1.211 5.098 -0.029 -0.792 0.801
H 1.352 1.149 6.857 -0.266 -0.026 -0.006
H -0.295 1.295 6.178 -0.818 0.454 0.576
H 1.418 -1.222 5.877 -0.649 0.254 0.430
H 0.601 -1.068 8.269 0.347 0.161 0.052
H -0.377 -2.244 7.409 0.053 0.273 -0.030
H -0.966 -0.616 7.695 -0.997 0.559 0.286
H -1.214 -0.697 4.948 -0.546 0.434 0.237
C -0.217 1.390 1.002 1.467 0.309 -0.781
C -0.638 0.035 0.442 -1.893 0.505 1.385
C -1.362 -0.652 1.630 0.419 -0.605 -0.758
O -1.584 0.108 -0.639 0.672 0.488 -0.974
H 0.401 1.242 1.905 0.105 0.019 -0.537
H -1.018 2.014 1.340 -1.001 0.113 -0.008
H 0.339 1.989 0.247 -0.037 -0.327 0.477
H 0.214 -0.530 0.119 0.613 -0.405 -0.096
H -0.654 -0.853 2.431 0.176 -0.296 -0.026
H -1.855 -1.581 1.311 0.188 0.238 0.207
H -2.104 -0.010 2.086 -0.345 0.358 -0.237
H -1.132 0.277 -1.519 -0.536 -0.272 1.162
O 4.400 4.477 -2.404 -0.573 0.547 -0.205
C 4.773 3.189 -1.929 1.387 1.598 -0.320
C 3.787 2.470 -1.109 -1.309 -1.103 1.678
O 3.049 3.300 -0.202 -0.398 0.059 -0.500
H 4.541 5.185 -1.750 -0.040 -0.891 -0.137
H 4.994 2.611 -2.813 0.162 -0.288 -0.295
H 5.698 3.310 -1.371 0.249 -0.129 0.129
H 4.367 1.760 -0.467 -0.645 0.159 -0.659
H 3.053 1.928 -1.730 0.349 -0.028 0.166
H 2.212 3.531 -0.688 0.585 0.018 0.180
O 2.205 3.866 2.499 0.265 -1.183 -0.139
C 1.005 4.561 2.623 -0.741 0.888 -0.374
C 0.175 4.303 3.880 0.219 0.186 0.234
O 0.885 4.307 5.110 0.810 0.080 -0.357
H 2.251 3.480 1.597 0.398 0.234 0.628
H 1.250 5.635 2.474 -0.477 -0.329 0.331
H 0.288 4.251 1.856 0.123 0.230 -0.418
H -0.324 3.329 3.810 -0.140 0.065 -0.280
H -0.584 5.116 3.896 0.332 -0.607 0.208
H 1.750 3.887 4.926 -0.599 0.290 0.172
O -6.563 1.329 1.990 -1.382 -0.610 0.728
C -6.290 1.143 0.599 -0.072 -0.105 0.616
C -4.835 0.752 0.453 -0.486 0.180 -1.018
O -4.514 0.687 -0.953 0.795 -0.086 0.934
H -7.524 1.544 2.100 1.432 -0.336 -0.213
H -6.952 0.431 0.083 0.137 -0.014 0.331
H -6.469 2.120 0.240 0.112 0.964 -1.522
H -4.658 -0.250 0.862 0.068 0.342 0.506
H -4.219 1.552 0.877 0.006 -0.400 0.504
H -3.546 0.538 -0.858 -0.404 0.042 -0.813
```
Positions in Å, forces in eV/Å.

Gap between HOMO and LUMO: 9.6 eV
Net charge: 0
SMILES string: COC[C@H](C)N.COC[C@H](C)N.COC[C@H](C)N.COC[C@H](C)N.CC(C)O.CC(C)O.CC(C)O.CC(C)O.OCCO.OCCO.OCCO
HOMO level: -9.17 eV

Results of the Löwdin charge analysis, in e, for atoms 1 through 4: atom 1 (C): -0.115, atom 2 (O): -0.185, atom 3 (C): -0.232, atom 4 (C): -0.409

***

(2)
Here is 12 unconnected molecules or ions with the total composition C34H96F6N6O16P from the OMol25 dataset. Energies are from the ωB97M-V functional and the def2-TZVPD basis.

Structure (XYZ):
```
159
Properties=species:S:1:pos:R:3:forces:R:3
P -0.113 -0.094 0.041 -1.237 -2.177 -3.023
F 0.087 -1.529 0.968 -0.046 2.536 -0.494
F -1.700 0.015 0.384 0.830 -0.094 0.417
F 0.212 0.879 1.288 0.251 -0.369 -0.395
F -0.263 1.108 -1.092 -0.305 0.709 1.427
F 1.400 -0.169 -0.445 0.928 -0.219 1.142
F -0.510 -1.080 -1.232 0.011 -0.284 0.774
C -5.989 -0.451 1.373 0.644 3.765 -0.003
C -5.034 -1.591 1.376 -0.104 0.483 1.877
C -4.083 -1.602 2.595 0.311 0.643 -0.669
O -3.552 -2.885 2.663 3.582 -0.546 1.787
C -2.232 -2.851 3.413 -1.469 -0.900 -0.076
N -5.927 -2.748 1.480 0.505 -0.469 -0.690
H -5.440 0.485 1.262 0.413 0.273 -0.415
H -6.520 -0.149 2.276 -0.315 -1.106 0.586
H -6.693 -0.378 0.544 0.056 -0.631 -0.153
H -4.449 -1.499 0.461 -0.035 -0.731 0.091
H -4.474 -1.325 3.575 -1.113 0.003 0.214
H -3.304 -0.846 2.493 0.322 0.161 -0.590
H -1.341 -2.512 2.885 -0.613 0.860 -0.573
H -1.872 -3.826 3.740 -0.879 -0.752 -0.576
H -2.337 -2.393 4.396 -0.302 0.912 -0.160
H -6.550 -2.378 2.183 -0.629 -0.536 0.278
H -6.401 -2.551 0.610 -0.850 -0.989 -0.338
C 5.205 -2.328 2.026 0.515 -0.352 0.734
C 4.187 -1.308 2.410 0.046 -0.625 2.723
C 4.421 -0.449 3.720 0.940 -2.131 -0.795
O 4.822 -1.350 4.767 -0.632 -0.115 -0.857
C 5.455 -0.824 5.878 0.366 0.016 0.594
N 3.895 -0.440 1.352 -0.797 0.485 -1.209
H 5.380 -2.872 2.954 0.895 -0.108 -0.120
H 6.069 -1.862 1.552 0.371 -0.100 0.375
H 4.828 -3.073 1.326 -0.344 0.210 -0.185
H 3.300 -1.894 2.650 -0.341 -0.325 0.373
H 3.425 -0.045 3.905 0.281 0.684 0.407
H 5.245 0.245 3.557 -0.361 0.528 -0.116
H 4.993 0.080 6.275 -0.477 -0.077 0.232
H 6.504 -0.550 5.763 0.365 0.065 -0.732
H 5.489 -1.644 6.595 -0.313 0.235 0.369
H 2.887 -0.428 1.409 -0.409 1.010 -0.850
H 4.071 -1.055 0.570 -0.154 0.610 -1.008
C 2.116 -4.120 0.289 1.048 -0.666 0.167
C 1.560 -5.025 1.433 0.236 0.783 -2.622
C 2.593 -5.684 2.387 -0.395 0.327 -1.290
O 3.300 -6.835 1.874 -2.235 0.664 -1.110
C 4.110 -7.340 2.863 0.986 0.638 0.389
N 0.592 -4.140 2.078 0.987 -0.292 1.695
H 2.918 -4.647 -0.228 0.072 0.049 -0.091
H 2.518 -3.184 0.677 0.363 -0.032 0.443
H 1.424 -3.730 -0.456 -0.556 -0.648 0.166
H 0.986 -5.799 0.923 0.088 -0.442 0.198
H 1.929 -5.947 3.210 0.519 -0.386 0.667
H 3.359 -4.954 2.651 -0.082 0.294 0.482
H 3.552 -7.357 3.799 0.275 -0.422 0.354
H 4.934 -6.629 2.927 0.478 0.041 0.758
H 4.572 -8.293 2.606 -0.522 -0.158 -0.145
H 0.981 -3.210 2.021 -0.379 0.593 -0.703
H 0.757 -4.250 3.069 -0.749 -0.508 0.827
C -3.304 3.875 -3.019 -0.509 0.457 -0.954
C -2.703 4.384 -1.747 -0.879 -0.787 -0.174
C -3.742 5.343 -1.135 1.282 -0.932 1.259
O -3.080 5.804 0.041 -0.644 0.956 0.436
C -3.887 6.665 0.836 1.049 -0.059 -0.273
N -2.438 3.198 -0.944 -0.348 0.208 0.923
H -2.621 3.278 -3.622 0.017 0.180 -0.094
H -3.666 4.763 -3.538 0.255 -0.065 -0.784
H -4.210 3.290 -2.857 0.139 -0.236 0.394
H -1.788 4.943 -1.942 0.071 0.382 -0.128
H -4.654 4.829 -0.829 -0.126 -0.427 -0.091
H -4.053 6.161 -1.785 0.387 0.217 -0.265
H -4.065 7.619 0.340 -0.454 0.019 -0.462
H -3.279 6.965 1.690 -0.148 -0.433 0.321
H -4.815 6.172 1.126 -0.106 0.097 0.139
H -1.743 2.584 -1.344 0.128 0.049 -0.327
H -2.117 3.395 -0.007 -0.038 0.200 0.178
C 2.527 3.035 2.854 -0.152 -0.447 0.951
C 3.288 4.214 2.221 -1.144 -1.835 -0.387
C 2.360 5.302 1.771 -1.893 0.359 -1.028
O 1.220 4.835 0.993 1.808 -0.923 1.055
C 0.240 5.787 0.777 -0.428 -0.187 -0.289
N 4.324 4.778 3.071 0.435 0.108 0.025
H 2.157 3.294 3.846 0.068 0.037 0.317
H 3.118 2.122 2.923 0.739 0.354 0.336
H 1.667 2.587 2.358 -0.135 0.995 -0.744
H 3.720 3.685 1.372 0.508 0.696 -0.393
H 2.885 6.054 1.182 0.321 0.132 -0.266
H 1.967 5.843 2.632 -0.114 -0.007 0.466
H -0.148 6.203 1.707 0.232 0.504 0.262
H -0.627 5.284 0.348 0.142 0.016 -0.312
H 0.627 6.532 0.082 -0.298 0.525 0.044
H 4.013 5.007 4.005 -0.503 -0.467 0.257
H 4.549 5.694 2.712 0.410 0.124 -0.371
C 3.082 2.425 -1.694 -1.068 0.181 0.184
C 3.189 1.384 -2.824 -0.596 1.896 0.890
C 2.492 1.968 -4.076 0.094 -2.346 -0.662
O 2.960 1.162 -5.192 -0.911 0.678 -1.587
C 2.214 1.316 -6.449 0.596 0.637 1.056
N 4.642 1.118 -2.951 -0.822 0.361 -0.059
H 2.042 2.729 -1.581 -0.123 0.091 0.320
H 3.680 3.330 -1.800 0.147 0.125 -0.563
H 3.415 1.983 -0.755 -0.191 -0.227 0.153
H 2.606 0.557 -2.419 0.399 -0.323 -0.681
H 2.618 3.024 -4.312 0.418 0.253 0.307
H 1.431 1.758 -3.943 -0.296 0.258 0.026
H 2.801 0.959 -7.295 0.142 -0.653 0.416
H 2.048 2.354 -6.738 0.031 0.527 0.483
H 1.216 0.876 -6.428 0.116 -0.352 0.228
H 4.858 1.516 -2.048 1.297 -0.600 0.357
H 4.888 1.910 -3.527 0.736 0.021 -0.726
C -2.795 -3.783 -1.130 1.008 -0.091 2.205
C -1.878 -3.580 0.110 0.243 0.063 -1.174
O -2.129 -4.538 1.102 -0.468 -0.786 -0.069
O -4.098 -3.890 -0.507 0.891 -0.016 -1.980
H -2.515 -4.638 -1.746 -0.141 -0.618 0.260
H -2.716 -2.942 -1.818 -0.096 0.357 0.263
H -2.057 -2.560 0.452 -0.217 0.016 0.263
H -0.805 -3.659 -0.064 0.015 0.388 -0.874
H -1.279 -4.634 1.537 0.181 0.001 0.298
H -4.579 -3.591 -1.282 -1.351 0.160 0.300
C -1.347 2.981 2.912 0.550 0.905 -0.643
C -2.057 4.195 3.527 -1.512 -3.158 0.294
O -2.637 3.711 4.768 0.484 1.014 0.843
O -2.191 1.956 2.427 -0.704 0.498 0.638
H -0.679 2.513 3.636 0.407 0.460 0.161
H -0.832 3.321 2.014 0.828 0.371 0.212
H -2.915 4.375 2.880 0.288 0.866 -0.390
H -1.406 5.042 3.741 -0.151 -0.147 -0.099
H -3.432 3.188 4.637 0.158 -0.012 -0.574
H -1.531 1.403 2.002 -0.471 -0.683 -0.373
C -2.309 -1.350 -5.289 0.337 0.033 -1.230
C -0.765 -1.095 -5.482 -0.467 -1.812 1.387
O -0.251 -0.431 -4.371 0.399 1.979 0.806
O -2.643 -2.082 -4.096 0.960 0.845 -0.549
H -2.712 -1.972 -6.089 0.316 0.162 -0.627
H -2.894 -0.432 -5.344 0.210 0.182 0.404
H -0.310 -0.660 -6.372 -0.963 0.282 -0.278
H -0.233 -2.036 -5.341 -0.513 -1.036 -1.035
H -0.742 -0.738 -3.605 0.005 -0.065 0.526
H -2.486 -2.977 -4.408 -0.109 -0.610 0.519
C -5.147 -0.843 -2.768 0.653 2.435 -0.082
C -3.920 -0.179 -2.124 -0.786 -1.013 2.067
O -4.349 0.594 -0.987 -0.978 0.396 -0.336
O -5.694 -1.944 -2.047 0.498 0.383 -0.526
H -4.950 -0.972 -3.832 0.130 -0.966 0.070
H -5.834 0.003 -2.762 -0.702 -0.012 0.127
H -3.378 0.518 -2.764 0.184 -0.678 -0.550
H -3.365 -0.949 -1.589 0.977 -0.246 -1.131
H -3.584 1.087 -0.680 0.149 0.283 0.117
H -6.537 -2.078 -2.487 -0.227 -0.384 0.127
C 3.143 -3.672 -3.191 0.507 1.195 -1.613
C 2.252 -2.394 -3.296 0.020 0.733 0.142
O 2.862 -1.214 -3.887 -0.295 -2.056 0.335
O 4.435 -3.391 -3.792 -0.268 -0.112 0.684
H 2.699 -4.431 -3.835 -0.312 -0.306 0.441
H 3.213 -3.993 -2.151 0.206 -0.091 -0.194
H 1.896 -2.108 -2.306 0.066 -0.067 0.248
H 1.347 -2.641 -3.850 -0.002 -0.123 -0.123
H 2.167 -0.858 -4.446 0.033 0.387 -0.095
H 4.774 -4.211 -4.159 -0.056 -0.034 0.085
```
Positions in Å, forces in eV/Å.

Gap between HOMO and LUMO (spin up / spin down): 1.2 / 7.7 eV
2S+1: 2
Net charge: -2
HOMO level (spin up / spin down): 2.34 / -4.23 eV

Results of the Löwdin charge analysis, in e, for atoms 1 through 4: atom 1 (P): 0.310, atom 2 (F): -0.203, atom 3 (F): -0.141, atom 4 (F): -0.134

***

no.,F_max (eV/A),calculated total energy (eV)
1,2.43,-71403.070
2,4.04,-104104.243